Record 1
Below is an isolated molecule of C6H11N in a non-equilibrium geometry, with properties calculated with wB97M-V/def2-TZVPD.

ORCA input file:
```
! RIJCOSX wB97M-V def2-TZVPD def2/J DEFGRID3
* xyz 0 1
C 2.120 -0.130 -0.154
C 0.958 -1.069 0.182
C -0.417 -0.453 -0.058
C -1.576 -1.352 0.360
C -0.966 2.630 -0.376
C -0.483 0.690 0.887
N -0.712 1.809 0.549
H 2.075 0.213 -1.196
H 3.076 -0.644 -0.014
H 2.126 0.760 0.489
H 1.009 -1.346 1.241
H 1.027 -1.982 -0.414
H -1.470 -1.608 1.418
H -2.538 -0.838 0.236
H -1.589 -2.263 -0.241
H -1.997 2.720 -0.662
H -0.119 3.041 -0.891
H -0.518 -0.227 -1.146
*
```

Computed properties:
**Orbital gap (alpha / beta)**: 0.310 / 0.310 hartree
**F_max**: 0.0528 Eh/bohr
**Energy above the lowest of the compared OMol25 structures with the same formula, charge and spin**: 317.0 kJ/mol

These are the Löwdin partial charges, in e, on atoms 1 to 6: number 1, C, carries -0.107; number 2, C, carries -0.257; number 3, C, carries -0.410; number 4, C, carries -0.083; number 5, C, carries -0.020; number 6, C, carries -0.112

---

Record 2
Below is C33H20Br2Cl5N2O2S3Y as an isolated structure, with properties calculated with wB97M-V/def2-TZVPD.

ORCA input file:
```
! RIJCOSX wB97M-V def2-TZVPD def2/J DEFGRID3
* xyz -2 1
Y -0.640 1.247 -0.222
O 2.556 -0.316 2.604
C 3.706 -0.101 1.955
C 4.909 -0.350 2.616
C 6.118 -0.156 1.969
C 6.154 0.301 0.660
C 4.952 0.556 0.007
C 3.731 0.353 0.627
C 2.436 0.587 -0.130
O 1.390 0.959 0.657
N 2.104 -0.731 -0.758
N 0.884 -0.808 -1.313
C 0.663 -1.734 -2.170
C -0.633 -1.930 -2.803
Br -1.888 -0.531 -2.569
C -0.996 -2.985 -3.544
C -0.122 -4.124 -3.902
C -0.545 -5.429 -3.651
C 0.248 -6.513 -3.989
C 1.482 -6.313 -4.594
C 1.907 -5.020 -4.864
C 1.110 -3.938 -4.527
H 1.831 0.046 2.006
H 4.868 -0.699 3.639
H 7.043 -0.357 2.498
H 7.098 0.468 0.158
H 4.956 0.934 -1.010
H 2.623 1.326 -0.933
H 2.853 -1.146 -1.307
H 1.456 -2.436 -2.438
H -2.020 -3.032 -3.895
H -1.501 -5.586 -3.168
H -0.094 -7.517 -3.773
H 2.105 -7.159 -4.855
H 2.862 -4.852 -5.345
H 1.433 -2.931 -4.760
S -0.840 3.221 -4.871
C -0.728 2.704 -3.282
S 0.737 2.036 -2.622
S -2.054 2.748 -2.164
Br 0.388 4.137 0.457
C -1.113 4.777 1.434
C -1.010 6.008 2.013
C -2.123 6.544 2.694
C -3.290 5.842 2.744
C -3.406 4.566 2.139
C -4.631 3.858 2.170
C -4.722 2.640 1.561
C -3.589 2.069 0.942
C -2.346 2.670 0.898
C -2.290 3.976 1.481
H -0.089 6.569 1.937
H -2.045 7.519 3.159
H -4.158 6.257 3.247
H -5.484 4.303 2.671
H -5.663 2.101 1.566
H -3.725 1.082 0.495
Cl -0.571 1.448 3.108
C -1.396 -0.070 2.845
C -1.415 -0.597 1.553
C -1.972 -1.870 1.495
Cl -1.923 -2.766 -0.011
C -2.557 -2.531 2.575
Cl -3.273 -4.103 2.403
C -2.566 -1.919 3.820
Cl -3.304 -2.699 5.179
C -1.959 -0.681 3.964
Cl -1.920 0.073 5.522
*
```

Computed properties:
**Orbital gap**: 0.202 hartree
**F_max**: 0.0103 Eh/bohr
**Energy above the lowest of the compared OMol25 structures with the same formula, charge and spin**: 14.3 kJ/mol

These are the Löwdin partial charges, in e, on atoms 1 to 6: number 1, Y, carries 0.962; number 2, O, carries 0.048; number 3, C, carries -0.278; number 4, C, carries -0.026; number 5, C, carries -0.120; number 6, C, carries -0.124

---

Record 3
Below is C5H10O5Pm as an isolated structure in a non-equilibrium geometry, with properties calculated with wB97M-V/def2-TZVPD.

ORCA input file:
```
! RIJCOSX wB97M-V def2-TZVPD def2/J DEFGRID3
* xyz 2 6
C -0.717 -0.121 0.889
C -1.567 -1.167 0.239
O -1.823 -0.797 -1.141
C -2.593 -1.577 -1.851
O -3.053 -2.669 -1.393
O -3.001 -1.165 -2.981
O -0.169 -0.642 2.046
Pm -4.452 -3.183 -3.606
H -1.293 0.796 1.085
H -2.528 -1.239 0.763
H -1.097 -2.158 0.244
H 0.617 -0.120 2.314
H 0.389 0.659 0.272
C 1.727 1.627 -0.306
C 3.022 1.571 0.438
O 2.748 1.452 1.832
H 1.806 1.387 -1.369
H 1.182 2.564 -0.162
H 3.613 2.487 0.256
H 3.632 0.719 0.096
H 3.557 1.576 2.335
*
```

Computed properties:
**Orbital gap (alpha / beta)**: 0.204 / 0.266 hartree
**F_max**: 0.0590 Eh/bohr
**Energy above the lowest of the compared OMol25 structures with the same formula, charge and spin**: 73.3 kJ/mol
**Expectation value of S²**: 8.755

These are the Löwdin partial charges, in e, on atoms 1 to 6: number 1, C, carries -0.093; number 2, C, carries -0.079; number 3, O, carries 0.059; number 4, C, carries -0.793; number 5, O, carries -0.121; number 6, O, carries -0.140

---

Record 4
Below is an isolated molecule of C20H25N3O3, with properties calculated with wB97M-V/def2-TZVPD.

ORCA input file:
```
! RIJCOSX wB97M-V def2-TZVPD def2/J DEFGRID3
* xyz 0 1
O -1.865 -2.030 1.953
C -2.531 -1.082 1.597
C -1.927 0.160 1.123
C -2.543 1.324 0.683
N -1.586 2.196 0.338
C -0.348 1.650 0.539
C -0.530 0.379 1.028
H 0.214 -0.342 1.302
C 0.834 2.456 0.193
O 0.715 3.568 -0.301
N 2.018 1.882 0.486
H 2.048 0.931 0.817
C 3.285 2.438 0.086
H 4.003 2.253 0.888
H 3.148 3.514 -0.041
C 3.799 1.823 -1.225
C 3.613 0.299 -1.269
N 3.929 -0.319 0.010
C 5.351 -0.397 0.312
C 6.055 -1.541 -0.430
O 5.431 -2.781 -0.174
C 4.066 -2.746 -0.533
C 3.329 -1.629 0.217
H 2.281 -1.607 -0.089
H 3.379 -1.841 1.291
H 3.658 -3.722 -0.270
H 3.968 -2.597 -1.620
H 7.086 -1.644 -0.089
H 6.059 -1.344 -1.514
H 5.828 0.552 0.067
H 5.444 -0.570 1.389
H 2.562 0.084 -1.480
H 4.204 -0.101 -2.107
H 4.850 2.089 -1.342
H 3.252 2.250 -2.066
H -1.699 3.131 -0.027
H -3.584 1.562 0.594
C -4.052 -1.120 1.612
C -4.630 -0.918 0.238
C -4.086 -1.590 -0.850
C -4.609 -1.415 -2.118
C -5.687 -0.569 -2.315
C -6.241 0.099 -1.236
C -5.713 -0.074 0.032
H -6.152 0.449 0.871
H -7.085 0.756 -1.381
H -6.097 -0.432 -3.305
H -4.176 -1.942 -2.956
H -3.247 -2.255 -0.697
H -4.355 -2.096 2.001
H -4.419 -0.349 2.293
*
```

Computed properties:
**Orbital gap**: 0.337 hartree
**F_max**: 0.0097 Eh/bohr
**Energy above the lowest of the compared OMol25 structures with the same formula, charge and spin**: 195.1 kJ/mol

These are the Löwdin partial charges, in e, on atoms 1 to 6: number 1, O, carries 0.090; number 2, C, carries -0.385; number 3, C, carries -0.149; number 4, C, carries -0.018; number 5, N, carries 0.109; number 6, C, carries -0.166

---

Record 5
Below is an isolated molecule of C13H23ClN6O, with properties calculated with wB97M-V/def2-TZVPD.

ORCA input file:
```
! RIJCOSX wB97M-V def2-TZVPD def2/J DEFGRID3
* xyz 0 1
C -2.549 2.991 -1.217
C -2.626 1.511 -0.865
H -2.301 1.379 0.169
H -3.662 1.173 -0.938
C -1.773 0.577 -1.739
N -0.347 0.702 -1.472
C 0.261 0.012 -0.490
N -0.472 -0.772 0.294
C 0.205 -1.412 1.246
N -0.414 -2.224 2.103
H 0.197 -2.643 2.787
C -1.838 -2.530 2.166
C -2.273 -3.191 0.855
H -1.714 -4.109 0.690
H -2.084 -2.513 0.028
H -3.333 -3.426 0.887
C -2.038 -3.494 3.334
H -3.088 -3.758 3.422
H -1.466 -4.407 3.180
H -1.721 -3.034 4.268
C -2.630 -1.242 2.400
H -2.316 -0.769 3.328
H -3.692 -1.459 2.458
H -2.452 -0.553 1.580
N 1.540 -1.309 1.427
C 2.141 -0.531 0.566
N 1.597 0.150 -0.413
Cl 3.837 -0.393 0.717
N 0.429 1.598 -2.193
C 1.032 2.646 -1.528
O 0.632 3.059 -0.470
C 2.184 3.239 -2.300
H 2.410 4.227 -1.910
H 1.955 3.302 -3.361
H 3.053 2.600 -2.160
H 0.969 1.175 -2.941
C -2.032 0.744 -3.232
H -1.697 1.718 -3.575
H -3.096 0.649 -3.427
H -1.507 -0.024 -3.795
H -2.018 -0.449 -1.442
H -2.876 3.175 -2.237
H -3.196 3.554 -0.549
H -1.537 3.360 -1.091
*
```

Computed properties:
**Orbital gap**: 0.357 hartree
**F_max**: 0.0188 Eh/bohr

These are the Löwdin partial charges, in e, on atoms 1 to 6: number 1, C, carries -0.089; number 2, C, carries -0.197; number 3, H, carries 0.098; number 4, H, carries 0.112; number 5, C, carries -0.328; number 6, N, carries -0.020

---

Record 6
Below is C6H10N2O2 as an isolated structure in a non-equilibrium geometry, with properties calculated with wB97M-V/def2-TZVPD.

ORCA input file:
```
! RIJCOSX wB97M-V def2-TZVPD def2/J DEFGRID3
* xyz 0 1
C 3.194 -0.322 -0.128
C 2.093 0.580 0.342
C 0.075 -0.769 -0.475
C -2.458 -0.155 -0.698
C -2.768 -0.290 0.792
C -0.221 1.127 -0.448
H 3.511 -0.081 -1.154
H 2.943 -1.372 -0.092
H 4.067 -0.171 0.531
H 1.909 0.431 1.433
H 2.397 1.620 0.206
H -3.004 0.696 -1.143
H -2.728 -1.028 -1.319
H -2.227 -1.144 1.189
H -2.558 0.638 1.364
H -3.827 -0.500 0.913
N 1.028 0.362 -0.537
N -1.092 0.052 -0.866
O 0.194 -1.860 0.039
O -0.525 2.185 0.051
*
```

Computed properties:
**Orbital gap**: 0.397 hartree
**F_max**: 0.1246 Eh/bohr
**Energy above the lowest of the compared OMol25 structures with the same formula, charge and spin**: 96.7 kJ/mol

These are the Löwdin partial charges, in e, on atoms 1 to 6: number 1, C, carries -0.091; number 2, C, carries -0.257; number 3, C, carries -0.326; number 4, C, carries -0.224; number 5, C, carries -0.066; number 6, C, carries -0.380

---

Q: Which value of F_max does entry 3 give?
A: 0.0590 Eh/bohr